No. 1
A molecular structure, C3H8O2 at a distorted geometry. Source: the OMol25 dataset; level of theory: wB97M-V/def2-TZVPD.

Atoms and positions in Å:
1 C 0.5776 0.5882 -1.1214
2 C 0.4865 -0.8870 0.9379
3 C -0.0890 0.2569 0.1252
4 O -1.7664 -0.1807 -0.3853
5 O -0.3378 1.4528 0.9189
6 H 1.6221 0.9465 -1.1961
7 H 0.6411 -0.3521 -1.7422
8 H -0.0648 1.4520 -1.7488
9 H -0.2856 -1.3079 1.7356
10 H 1.2288 -0.4577 1.6846
11 H 0.9348 -1.7699 0.4728
12 H -1.7664 -0.8504 -1.0937
13 H -1.1808 1.1091 1.4126

The calculation puts the total energy at -269.50605 Ha. Its orbital gap is 11.14 eV. The value obtained for the energy above the lowest of the compared OMol25 structures with the same formula, charge and spin is 233.2 kJ/mol.

natural (NBO) atomic charge list, values in e, 8 entries: number 1, C, carries -0.690; number 2, C, carries -0.698; number 3, C, carries 0.561; number 4, O, carries -0.851; number 5, O, carries -0.705; number 6, H, carries 0.246; number 7, H, carries 0.223; number 8, H, carries 0.249

No. 2
3 unconnected molecules or ions with the total composition C4H14N2O at a distorted geometry. Source: the OMol25 dataset; level of theory: wB97M-V/def2-TZVPD.

Atoms and positions in Å:
1 C -1.8535 2.2723 0.4994
2 C -0.4066 1.5451 0.5817
3 C -0.4159 0.0746 1.0257
4 N 0.8814 -0.3789 0.6813
5 C 1.0291 -1.9061 0.4965
6 N 0.2049 -2.3271 -0.6343
7 H -2.6545 1.5373 0.7798
8 H -2.0220 2.5418 -0.5161
9 H -1.9202 3.2004 1.1367
10 H -0.0903 1.6850 -0.4323
11 H 0.1831 2.1086 1.3114
12 H -1.2540 -0.4562 0.4897
13 H -0.5850 0.0202 2.1107
14 H 0.9687 0.1036 -0.2833
15 H 2.1536 -2.0691 0.3877
16 H 0.6844 -2.3748 1.4555
17 H 0.3755 -1.7496 -1.4553
18 H 0.3985 -3.2995 -0.9511
19 H 1.3432 1.1841 -2.3645
20 H -0.9595 0.2297 -1.1846
21 O 0.7070 0.5457 -2.0542

The calculation puts the total energy at -345.29327 Ha. Its orbital gap is 6.17 eV. The value obtained for the energy above the lowest of the compared OMol25 structures with the same formula, charge and spin is 742.8 kJ/mol.

natural (NBO) atomic charge list, values in e, 8 entries: number 1, C, carries -0.625; number 2, C, carries -0.456; number 3, C, carries -0.243; number 4, N, carries -0.654; number 5, C, carries -0.051; number 6, N, carries -0.878; number 7, H, carries 0.200; number 8, H, carries 0.201

No. 3
2 unconnected molecules or ions with the total composition C2H2Cl2NP at a distorted geometry. Source: the OMol25 dataset; level of theory: wB97M-V/def2-TZVPD.

Atoms and positions in Å:
1 C 1.0942 -0.7553 0.7244
2 C 0.2916 0.3686 0.4892
3 N 1.8055 -1.6651 0.8554
4 P 4.2431 0.1150 -1.0034
5 Cl 3.7746 1.3636 0.5044
6 Cl 4.5058 -1.6617 -0.1486
7 H 0.1332 0.8105 -0.6172
8 H -0.2931 0.7052 1.2765

The calculation puts the total energy at -1393.83200 Ha. Its orbital gap (spin up / spin down) is 8.62 / 6.58 eV. The value obtained for the energy above the lowest of the compared OMol25 structures with the same formula, charge and spin is 224.3 kJ/mol.

For each atom in turn, the natural (NBO) charge in e is: number 1, C, carries 0.175; number 2, C, carries -0.349; number 3, N, carries -0.284; number 4, P, carries 0.537; number 5, Cl, carries -0.289; number 6, Cl, carries -0.235; number 7, H, carries 0.237; number 8, H, carries 0.208

No. 4
2 unconnected molecules or ions with the total composition C4H11N3O at a distorted geometry. Source: the OMol25 dataset; level of theory: wB97M-V/def2-TZVPD.

Atoms and positions in Å:
1 H -1.0918 -0.5500 2.2654
2 N -1.6775 -0.3583 1.4573
3 C -1.1992 -0.6414 0.3328
4 C -1.9398 -0.5494 -0.9614
5 H -0.2005 -1.3909 0.1889
6 H -2.4960 0.3872 -0.9911
7 H -2.6300 -1.3886 -1.0404
8 H -1.2335 -0.6057 -1.7887
9 C 0.7420 1.5616 1.2479
10 N 0.5469 0.7843 0.0365
11 C 1.2462 -0.4924 -0.1425
12 N 1.4285 -0.7381 -1.5349
13 O 1.9880 -0.9093 0.7353
14 H -0.2140 1.6844 1.7641
15 H 1.4279 1.0140 1.8926
16 H 1.1470 2.5472 1.0204
17 H 0.3270 1.2962 -0.8063
18 H 1.8596 -1.6410 -1.6875
19 H 1.9693 -0.0098 -1.9884

The calculation puts the total energy at -398.45348 Ha. Its orbital gap is 9.78 eV. As for the SMILES: [H]/N=C/C.CNC(N)=O. The value obtained for the energy above the lowest of the compared OMol25 structures with the same formula, charge and spin is 264.3 kJ/mol.

natural (NBO) atomic charge list, values in e, 8 entries: number 1, H, carries 0.353; number 2, N, carries -0.705; number 3, C, carries 0.248; number 4, C, carries -0.693; number 5, H, carries 0.105; number 6, H, carries 0.225; number 7, H, carries 0.238; number 8, H, carries 0.228

No. 5
A gas-phase ion, C5H12NO (charge +1) at a distorted geometry. Source: the OMol25 dataset; level of theory: wB97M-V/def2-TZVPD.

Atoms and positions in Å:
1 C 0.7051 -1.7134 0.5294
2 C 0.5400 -0.2262 0.4254
3 C 1.6940 0.4977 -0.2959
4 C -0.8641 0.0679 -0.1339
5 N -0.9143 1.2063 -1.1276
6 C -1.8405 0.2838 1.0712
7 O -2.9769 -0.0356 0.9990
8 H 1.6756 -2.0898 0.8704
9 H 0.6588 -2.2145 -0.4483
10 H 0.0115 -2.2395 1.1889
11 H 0.6679 0.2101 1.4238
12 H 1.6587 1.5724 -0.1309
13 H 1.6627 0.3702 -1.3949
14 H 2.6668 0.0525 -0.1123
15 H -1.1661 -0.8019 -0.7094
16 H -1.8775 1.3349 -1.4554
17 H -0.5434 2.0545 -0.7043
18 H -0.3870 1.0269 -1.9900
19 H -1.3714 0.6434 1.9950

The calculation puts the total energy at -327.42027 Ha. The total charge is +1. Its orbital gap is 10.42 eV. As for the SMILES: CC(C)[C@H]([NH3+])C=O. The value obtained for the energy above the lowest of the compared OMol25 structures with the same formula, charge and spin is 103.2 kJ/mol.

natural (NBO) atomic charge list, values in e, 8 entries: number 1, C, carries -0.635; number 2, C, carries -0.254; number 3, C, carries -0.618; number 4, C, carries -0.151; number 5, N, carries -0.667; number 6, C, carries 0.408; number 7, O, carries -0.419; number 8, H, carries 0.250

No. 6
10 unconnected molecules or ions with the total composition C46H54F6O8S2 at a distorted geometry. Source: the OMol25 dataset; level of theory: wB97M-V/def2-TZVPD.

Atoms and positions in Å:
1 F -3.2018 -6.2340 -1.9693
2 C -1.8925 -5.9812 -2.2738
3 C -1.3470 -4.7577 -1.8243
4 C 0.0288 -4.5607 -1.8998
5 C 0.7930 -5.4553 -2.6431
6 C 0.2109 -6.5957 -3.2145
7 C -1.1040 -6.8846 -3.0093
8 H -1.9137 -3.9830 -1.3293
9 H 0.4400 -3.8318 -1.2172
10 H 1.8423 -5.2120 -2.7219
11 H 0.8246 -7.2577 -3.8075
12 H -1.5206 -7.8478 -3.2644
13 F 5.9643 -1.4124 1.1638
14 C 5.9785 -0.4401 0.2451
15 C 7.2203 0.0631 -0.1668
16 C 7.3327 1.1577 -1.0217
17 C 6.2136 1.7812 -1.4595
18 C 4.9706 1.3239 -0.9429
19 C 4.8185 0.2468 -0.1416
20 H 8.1590 -0.3801 0.1310
21 H 8.3012 1.4436 -1.4046
22 H 6.2451 2.5308 -2.2364
23 H 4.0509 1.7549 -1.3101
24 H 3.8660 -0.0560 0.2677
25 F 1.8288 -1.6281 -5.7111
26 C 1.8450 -2.5297 -6.7379
27 C 1.3637 -2.1173 -7.9636
28 C 1.1870 -2.9964 -8.9831
29 C 1.3667 -4.3120 -8.7503
30 C 1.8823 -4.7409 -7.5351
31 C 2.1498 -3.8805 -6.5340
32 H 1.0879 -1.0782 -8.0659
33 H 0.7494 -2.6892 -9.9215
34 H 1.2982 -5.1041 -9.4813
35 H 2.0128 -5.8106 -7.6064
36 H 2.4132 -4.2793 -5.5655
37 F -4.1285 0.7043 -0.8919
38 C -5.2601 1.0859 -1.6059
39 C -6.5151 0.5678 -1.5049
40 C -7.6096 1.2126 -2.0783
41 C -7.3669 2.2688 -2.9604
42 C -6.1028 2.7786 -3.1194
43 C -5.0469 2.1838 -2.4235
44 H -6.7144 -0.2059 -0.7782
45 H -8.6102 0.8063 -2.0648
46 H -8.1798 2.7967 -3.4368
47 H -5.9951 3.5483 -3.8692
48 H -4.0607 2.5789 -2.6175
49 F -3.0564 3.8791 5.2055
50 C -1.7847 3.8362 4.7891
51 C -1.1062 4.9830 4.2737
52 C 0.2138 4.9202 4.0851
53 C 0.8580 3.6689 4.1753
54 C 0.1937 2.5002 4.3956
55 C -1.1099 2.6338 4.8291
56 H -1.4911 5.9713 4.0696
57 H 0.8031 5.8076 3.9072
58 H 1.9365 3.6415 4.2243
59 H 0.6114 1.5057 4.4485
60 H -1.6436 1.7515 5.1502
61 F -3.4553 0.0947 5.7141
62 C -3.9834 -0.2330 4.5338
63 C -4.2524 0.7426 3.5697
64 C -4.5395 0.3911 2.2793
65 C -4.8201 -0.9383 1.9764
66 C -4.5286 -1.8857 2.8826
67 C -4.1799 -1.5678 4.2116
68 H -4.0355 1.7394 3.9245
69 H -4.5106 1.1617 1.5233
70 H -5.2890 -1.1922 1.0372
71 H -4.6511 -2.9470 2.7242
72 H -4.0061 -2.3103 4.9764
73 C 0.1402 -3.5685 1.7801
74 S 0.8937 -2.6887 3.1544
75 O 1.4807 -1.4418 2.4540
76 C -0.7021 -2.0752 3.9424
77 H -0.2998 -4.4704 2.2056
78 H 0.8951 -3.8469 1.0447
79 H -0.6281 -3.0299 1.2253
80 H -0.5488 -1.5074 4.8601
81 H -1.3845 -2.8843 4.2030
82 H -1.1579 -1.3675 3.2500
83 C -2.2541 6.6483 0.9722
84 S -2.4034 5.1185 -0.1457
85 O -0.9830 4.6302 -0.4305
86 C -3.2604 3.8853 0.9227
87 H -1.6910 6.3189 1.8455
88 H -3.3028 6.8008 1.2274
89 H -1.6425 7.3984 0.4708
90 H -2.6507 3.6281 1.7888
91 H -3.3459 2.9721 0.3337
92 H -4.2275 4.3432 1.1301
93 C -0.8434 0.7288 0.8674
94 O -0.4401 -0.3401 0.0772
95 C 0.5853 -0.2129 -0.7635
96 O 1.2249 0.7801 -1.0607
97 O 0.7329 -1.3984 -1.4414
98 C 1.8497 -1.5580 -2.2640
99 H -0.2873 0.9838 1.7695
100 H -1.9001 0.6119 1.1081
101 H -0.8690 1.6692 0.3168
102 H 2.7204 -1.6607 -1.6164
103 H 2.1410 -0.7480 -2.9327
104 H 1.7109 -2.4607 -2.8589
105 C 7.9322 2.5650 2.5522
106 O 6.6400 2.0675 2.1760
107 C 5.7248 1.8888 3.1418
108 O 5.8781 2.1426 4.3083
109 O 4.5505 1.5531 2.4632
110 C 3.3745 1.0519 3.1727
111 H 8.0378 3.5255 3.0566
112 H 8.4274 2.6553 1.5854
113 H 8.4960 1.9588 3.2612
114 H 3.6029 0.0209 3.4426
115 H 2.4301 1.0074 2.6304
116 H 3.3053 1.5789 4.1244

The calculation puts the total energy at -3782.52305 Ha. Its orbital gap is 8.91 eV.

Mulliken atomic charge list, values in e, 8 entries: number 1, F, carries -0.296; number 2, C, carries 0.337; number 3, C, carries -0.646; number 4, C, carries 0.111; number 5, C, carries -0.490; number 6, C, carries -0.496; number 7, C, carries -0.441; number 8, H, carries 0.521

No. 7
A molecular structure, C17H23CeClN2 at a distorted geometry. Source: the OMol25 dataset; level of theory: wB97M-V/def2-TZVPD.

Atoms and positions in Å:
1 C -0.6226 -3.1051 -4.1964
2 C -1.7937 -3.6898 -3.5076
3 C -0.7885 -1.9093 -5.0547
4 C 0.7290 -3.6493 -3.9385
5 Cl -0.0313 -0.9526 -1.0483
6 H -0.9671 -2.1265 -6.1273
7 H 0.0948 -1.2468 -5.0079
8 H -1.6295 -1.2781 -4.7152
9 H -2.2877 -4.5027 -4.0690
10 H -2.5658 -2.9315 -3.2941
11 H -1.5252 -4.0999 -2.5193
12 H 1.0366 -4.4488 -4.6356
13 H 0.8155 -4.0644 -2.9202
14 H 1.5047 -2.8666 -3.9872
15 C -1.7507 2.3095 1.6627
16 C -1.2537 2.7218 0.3818
17 C -1.5777 1.7015 -0.5761
18 H -0.7244 3.6501 0.1627
19 C -2.3787 0.7178 0.1083
20 C -2.4796 1.0779 1.4864
21 H -3.0733 0.5346 2.2280
22 H -1.7280 2.9205 2.5669
23 H -1.2476 1.6750 -1.6223
24 H -2.8532 -0.1617 -0.3428
25 C 2.8773 0.6964 1.2007
26 C 2.3834 2.0347 1.3698
27 C 1.8583 2.4841 0.1187
28 H 2.5048 2.6544 2.2550
29 C 1.9568 1.4068 -0.8188
30 C 2.6358 0.3276 -0.1553
31 H 2.9278 -0.6213 -0.6023
32 H 3.3780 0.0650 1.9450
33 H 1.4538 3.4694 -0.0918
34 H 1.5775 1.4101 -1.8452
35 Ce 0.1777 0.5773 0.9090
36 N -0.7025 1.0398 4.3918
37 C -0.3036 1.2256 5.6748
38 C 1.0821 1.1201 5.6817
39 C 1.4395 0.8449 4.3511
40 N 0.3467 0.8120 3.5305
41 H -1.6630 0.9413 4.0689
42 H -1.0188 1.4011 6.4676
43 H 1.7533 1.2202 6.5248
44 H 2.4329 0.6150 3.9897

The calculation puts the total energy at -1705.83268 Ha. The total charge is +2. Its orbital gap is 6.55 eV. The value obtained for the energy above the lowest of the compared OMol25 structures with the same formula, charge and spin is 56.4 kJ/mol.

natural (NBO) atomic charge list, values in e, 8 entries: number 1, C, carries 0.665; number 2, C, carries -0.776; number 3, C, carries -0.777; number 4, C, carries -0.777; number 5, Cl, carries -0.336; number 6, H, carries 0.337; number 7, H, carries 0.276; number 8, H, carries 0.275

No. 8
2 unconnected molecules or ions with the total composition C2H5NO at a distorted geometry. Source: the OMol25 dataset; level of theory: wB97M-V/def2-TZVPD.

Atoms and positions in Å:
1 C 0.1174 -0.1126 0.8322
2 C 0.3450 -0.1389 -0.6920
3 N -0.1239 0.9511 1.6555
4 O 1.0105 -0.0304 1.8991
5 H -1.5784 -1.3057 1.4433
6 H 0.4877 0.8883 -1.2067
7 H -0.5407 -0.4084 -1.1750
8 H 1.1251 -0.8082 -1.0134
9 H 0.2744 1.9446 1.5534

The calculation puts the total energy at -208.93602 Ha. Its orbital gap (spin up / spin down) is 9.64 / 8.54 eV. The value obtained for the energy above the lowest of the compared OMol25 structures with the same formula, charge and spin is 751.7 kJ/mol.

natural (NBO) atomic charge list, values in e, 8 entries: number 1, C, carries 0.456; number 2, C, carries -0.698; number 3, N, carries -0.374; number 4, O, carries -0.384; number 5, H, carries -0.067; number 6, H, carries 0.225; number 7, H, carries 0.242; number 8, H, carries 0.242

No. 9
A molecular structure, C3H14NNbO4P at a distorted geometry. Source: the OMol25 dataset; level of theory: wB97M-V/def2-TZVPD.

Atoms and positions in Å:
1 N -0.1400 -1.8452 2.1201
2 P -0.7588 -1.7163 0.6869
3 O -0.4401 -0.2776 -0.0506
4 O -2.3805 -1.4501 0.7325
5 Nb 0.0182 -3.8329 -0.6057
6 O -0.0213 -5.1389 -1.9526
7 H 0.4396 -1.0755 2.4291
8 H 0.5065 -0.2543 -0.2573
9 H -2.7591 -2.1432 1.2933
10 H 1.7908 -3.4853 -0.1384
11 H -0.0379 -4.7017 1.0208
12 H -1.8028 -4.0114 -0.3750
13 H -0.2121 -2.4691 -1.8689
14 H -0.7032 -5.0204 -2.6271
15 C -0.2773 2.9552 0.3921
16 C 1.1296 3.4872 0.3098
17 O 2.0465 3.0295 0.9494
18 C 1.3429 4.6520 -0.6395
19 H -0.3371 2.1185 1.0824
20 H -0.9494 3.7536 0.7157
21 H -0.6080 2.6146 -0.5905
22 H 0.7086 5.4923 -0.3504
23 H 1.0576 4.3641 -1.6532
24 H 2.3872 4.9550 -0.6228

The calculation puts the total energy at -876.69262 Ha. The total charge is -1. Its orbital gap is 6.57 eV. The value obtained for the energy above the lowest of the compared OMol25 structures with the same formula, charge and spin is 0.0 kJ/mol.

natural (NBO) atomic charge list, values in e, 8 entries: number 1, N, carries -1.392; number 2, P, carries 1.710; number 3, O, carries -1.016; number 4, O, carries -1.017; number 5, Nb, carries 1.312; number 6, O, carries -0.966; number 7, H, carries 0.359; number 8, H, carries 0.488

No. 10
2 unconnected molecules or ions with the total composition CHNO3S at a distorted geometry. Source: the OMol25 dataset; level of theory: wB97M-V/def2-TZVPD.

Atoms and positions in Å:
1 C -1.2481 1.2645 0.1436
2 N -0.2980 0.5248 0.2252
3 O -2.0740 2.0690 0.1217
4 O 2.2357 -0.6311 -0.1247
5 O 2.8636 1.5614 -0.6209
6 S 2.6448 0.6154 0.4312
7 H -0.3240 -0.4298 0.5142

The calculation puts the total energy at -717.36248 Ha. Its orbital gap is 10.35 eV. The value obtained for the energy above the lowest of the compared OMol25 structures with the same formula, charge and spin is 12.2 kJ/mol.

For each atom in turn, the natural (NBO) charge in e is: number 1, C, carries 0.877; number 2, N, carries -0.821; number 3, O, carries -0.484; number 4, O, carries -0.845; number 5, O, carries -0.826; number 6, S, carries 1.671; number 7, H, carries 0.429